[1]
A 5-piece molecular cluster, C24H60F2N9O9P3 overall at a distorted geometry. Source: the OMol25 dataset; level of theory: the ωB97M-V functional and the def2-TZVPD basis.

Each line ends with the Mulliken spin population.
Cartesian coordinates (Å):
C -2.35 1.63 8.04  0.00
C -0.94 1.40 7.56  0.00
O -1.27 0.37 6.67  0.00
C -2.42 0.63 6.17  0.00
O -2.88 -0.01 5.18  0.00
O -3.15 1.28 7.00  0.00
F -0.19 0.96 8.56  0.00
H -2.51 2.70 8.16  0.00
H -2.58 0.91 8.84  0.00
H -0.52 2.34 7.19  0.00
C 0.55 0.05 2.09  0.00
C -0.79 -0.47 2.37  0.00
O -0.27 -1.56 3.04  0.00
C 0.97 -1.37 3.56  0.00
O 1.58 -2.17 4.31  0.00
O 1.43 -0.35 3.04  0.00
F -1.44 -0.78 1.15  0.00
H 0.38 1.13 2.04  0.00
H 1.09 -0.20 1.18  0.00
H -1.51 0.14 2.91  0.00
O 1.10 -4.89 -2.82  0.00
P 0.91 -5.07 -1.39  0.00
N 0.51 -6.70 -0.93  0.00
C 0.85 -7.30 0.37  0.00
C 0.28 -7.79 -1.86  0.00
N -0.20 -3.99 -0.53  0.00
C -0.41 -2.58 -1.06  0.00
C -0.28 -4.06 0.87  0.00
N 2.51 -4.76 -0.74  0.00
C 3.04 -3.39 -0.39  0.00
C 3.60 -5.77 -0.85  0.00
H 1.41 -8.17 0.03  0.00
H 0.03 -7.42 1.08  0.00
H 1.60 -6.88 1.03  0.00
H -0.54 -7.50 -2.52  0.00
H -0.02 -8.68 -1.31  0.00
H 1.18 -8.04 -2.42  0.00
H -1.31 -2.02 -0.80  0.00
H 0.27 -1.96 -0.49  0.00
H -0.17 -2.44 -2.11  0.00
H -1.14 -3.55 1.30  0.00
H -0.18 -5.12 1.10  0.00
H 0.63 -3.63 1.30  0.00
H 3.47 -3.24 0.60  0.00
H 3.61 -3.02 -1.24  0.00
H 2.21 -2.69 -0.47  0.00
H 3.21 -6.77 -1.05  0.00
H 4.12 -5.91 0.10  0.00
H 4.24 -5.55 -1.70  0.00
O -1.90 2.69 2.81  0.00
P -3.04 2.99 1.87  0.00
N -4.71 2.96 2.53  0.00
C -4.83 2.58 3.99  0.00
C -5.81 3.76 2.04  0.00
N -3.23 1.90 0.51  0.00
C -2.12 1.84 -0.44  0.00
C -4.04 0.70 0.59  0.00
N -3.10 4.65 1.29  0.00
C -2.31 5.60 1.94  0.00
C -3.63 5.04 -0.08  0.00
H -4.05 1.88 4.28  0.00
H -5.84 2.18 4.08  0.00
H -4.68 3.50 4.57  0.00
H -6.10 3.43 1.05  0.00
H -5.55 4.81 2.22  0.00
H -6.75 3.78 2.59  0.00
H -2.61 1.85 -1.41  0.00
H -1.41 2.66 -0.45  0.00
H -1.44 0.98 -0.42  0.00
H -3.73 -0.08 -0.10  0.00
H -3.93 0.37 1.63  0.00
H -5.13 0.74 0.53  0.00
H -2.96 6.31 2.45  0.00
H -1.50 5.20 2.54  0.00
H -1.78 6.04 1.09  0.00
H -2.82 4.90 -0.79  0.00
H -3.84 6.11 -0.03  0.00
H -4.56 4.51 -0.29  0.00
O 5.00 1.35 -2.87  0.02
P 3.80 1.57 -3.73  -0.05
N 3.74 2.95 -4.73  0.35
C 5.00 3.25 -5.45  -0.02
C 2.46 3.65 -5.19  -0.02
N 2.41 1.67 -2.78  0.00
C 2.46 2.80 -1.81  0.00
C 1.47 0.63 -2.14  0.00
N 3.41 0.31 -4.87  0.59
C 2.13 0.01 -5.38  -0.01
C 4.46 -0.30 -5.68  -0.03
H 5.28 4.30 -5.51  0.01
H 5.04 2.86 -6.47  0.02
H 5.84 2.81 -4.91  0.00
H 1.52 3.32 -4.76  0.00
H 2.43 3.36 -6.24  0.01
H 2.48 4.74 -5.22  0.01
H 2.58 3.75 -2.32  0.00
H 1.48 2.84 -1.33  0.00
H 3.33 2.73 -1.15  0.00
H 0.49 1.07 -1.97  0.00
H 1.31 -0.17 -2.86  0.00
H 1.92 0.37 -1.18  0.00
H 2.25 -0.05 -6.46  0.01
H 1.76 -0.89 -4.87  0.03
H 1.47 0.86 -5.21  0.01
H 4.47 0.15 -6.67  0.03
H 4.28 -1.37 -5.75  0.03
H 5.44 -0.17 -5.22  0.00

## Properties
total charge = +1
M = 749.72 g mol⁻¹
highest occupied orbital energy (alpha / beta) = -9.9 / -9.9 eV
energy = -3343.8444 Eh
spin multiplicity = 2
orbital gap (alpha / beta) = 7.53 / 2.86 eV

---

[2]
A 2-piece molecular cluster, C3HCl2NS overall at a distorted geometry. Source: the OMol25 dataset; level of theory: the ωB97M-V functional and the def2-TZVPD basis.

Each line ends with the natural charge from an NBO analysis.
Cartesian coordinates (Å):
C -0.90 -1.07 -1.55  0.05
C 0.22 1.10 0.63  -0.31
C 0.49 -0.25 0.67  -0.06
N -1.31 -1.70 -2.38  -0.51
S 1.37 2.32 0.64  0.27
Cl -1.48 1.52 0.49  0.10
Cl 1.96 -1.12 0.56  0.20
H -0.35 -0.80 0.94  0.25

## Properties
ΔE to the lowest compared entry with this formula, charge and spin = 407.0 kJ/mol
M = 154.02 g mol⁻¹
highest occupied orbital energy (alpha / beta) = -10.1 / -10.1 eV
energy = -1488.0401 Eh
spin multiplicity = 1
orbital gap (alpha / beta) = 5.75 / 5.76 eV

---

[3]
An isolated ion of composition C15H36BNO4PS and charge -1. Source: the OMol25 dataset; level of theory: the ωB97M-V functional and the def2-TZVPD basis.

Each line ends with the natural charge from an NBO analysis.
Cartesian coordinates (Å):
C 1.11 -0.58 3.97  -0.62
C 2.05 0.46 3.34  -0.40
C 1.45 1.15 2.12  -0.40
C 1.43 0.23 0.88  -0.20
N 0.88 0.77 -0.32  -1.00
P -0.85 0.97 -0.83  1.06
C -0.23 1.91 -2.49  -0.85
C -1.27 2.82 -2.99  0.44
O -1.11 4.00 -3.27  -0.59
C -0.94 -0.76 -1.74  -0.72
C 0.29 -1.66 -1.85  -0.39
C 1.41 -1.18 -2.78  -0.42
C 2.75 -1.77 -2.40  -0.05
O 2.74 -3.20 -2.44  -0.56
C 3.12 -3.82 -1.24  -0.24
C -1.51 0.08 0.84  -0.86
S -3.31 -0.18 0.80  0.17
C -3.43 -1.96 1.13  -0.53
C -4.67 -2.57 0.47  -0.62
B -1.02 2.74 0.10  0.94
O -2.23 3.08 0.74  -1.00
O 0.00 3.68 0.15  -0.77
C 0.13 4.56 1.23  -0.24
H 1.25 -0.65 5.05  0.20
H 0.07 -0.32 3.77  0.21
H 1.28 -1.57 3.54  0.20
H 2.97 -0.04 3.01  0.19
H 2.36 1.20 4.09  0.19
H 0.46 1.56 2.34  0.19
H 2.08 2.01 1.84  0.20
H 1.02 -0.76 1.14  0.17
H 2.50 0.01 0.71  0.17
H 1.56 1.21 -0.92  0.37
H -2.24 1.14 -1.27  -0.16
H -0.02 1.20 -3.29  0.23
H 0.66 2.52 -2.31  0.21
H -2.28 2.39 -3.10  0.10
H -1.39 -0.60 -2.73  0.19
H -1.69 -1.33 -1.17  0.19
H -0.03 -2.63 -2.24  0.19
H 0.70 -1.88 -0.85  0.18
H 1.19 -1.49 -3.81  0.19
H 1.53 -0.10 -2.73  0.22
H 3.02 -1.43 -1.40  0.16
H 3.53 -1.43 -3.10  0.16
H 2.34 -3.74 -0.47  0.17
H 4.05 -3.39 -0.84  0.16
H 3.29 -4.88 -1.45  0.18
H -1.31 0.68 1.73  0.19
H -1.09 -0.92 0.95  0.21
H -3.44 -2.16 2.21  0.19
H -2.53 -2.42 0.72  0.20
H -5.52 -2.60 1.15  0.20
H -4.47 -3.60 0.17  0.20
H -4.94 -2.01 -0.43  0.22
H -2.27 2.83 1.67  0.49
H -0.11 5.59 0.93  0.17
H 1.17 4.54 1.57  0.17
H -0.51 4.31 2.08  0.16

## Properties
ΔE to the lowest compared entry with this formula, charge and spin = 0.0 kJ/mol
total charge = -1
M = 368.31 g mol⁻¹
highest occupied orbital energy = -3.3 eV
energy = -1713.2122 Eh
spin multiplicity = 1
orbital gap = 6.18 eV

---

[4]
C3H7N3S2 as an isolated structure at a distorted geometry. Source: the OMol25 dataset; level of theory: the ωB97M-V functional and the def2-TZVPD basis.

Each line ends with the natural charge from an NBO analysis.
Cartesian coordinates (Å):
C -0.55 1.65 2.12  -0.77
C 0.09 -0.20 -0.17  -0.08
C 1.23 -1.18 -0.35  0.01
H -0.72 0.68 2.62  0.24
H -0.28 2.60 2.68  0.26
H -1.56 2.01 1.49  0.22
H 2.47 -0.76 0.01  0.22
H 1.84 -3.93 -1.94  0.13
H -2.46 0.82 -1.94  0.38
H -1.24 1.67 -0.95  0.36
N 0.83 -2.23 -1.10  -0.45
N -0.90 -0.24 -1.01  -0.16
N -1.76 0.78 -1.06  -0.62
S 0.54 1.27 0.76  0.14
S 2.45 -2.93 -1.14  0.10

## Properties
ΔE to the lowest compared entry with this formula, charge and spin = 541.5 kJ/mol
M = 149.24 g mol⁻¹
highest occupied orbital energy = -8.1 eV
energy = -1078.9606 Eh
spin multiplicity = 1
orbital gap = 8.02 eV

---

Q: The lowest M belongs to which entry?
A: C3H7N3S2

---

What did the third record say?
An isolated ion of composition C15H36BNO4PS and charge -1. Source: the OMol25 dataset; level of theory: the ωB97M-V functional and the def2-TZVPD basis.

Each line ends with the natural charge from an NBO analysis.
Cartesian coordinates (Å):
C 1.11 -0.58 3.97  -0.62
C 2.05 0.46 3.34  -0.40
C 1.45 1.15 2.12  -0.40
C 1.43 0.23 0.88  -0.20
N 0.88 0.77 -0.32  -1.00
P -0.85 0.97 -0.83  1.06
C -0.23 1.91 -2.49  -0.85
C -1.27 2.82 -2.99  0.44
O -1.11 4.00 -3.27  -0.59
C -0.94 -0.76 -1.74  -0.72
C 0.29 -1.66 -1.85  -0.39
C 1.41 -1.18 -2.78  -0.42
C 2.75 -1.77 -2.40  -0.05
O 2.74 -3.20 -2.44  -0.56
C 3.12 -3.82 -1.24  -0.24
C -1.51 0.08 0.84  -0.86
S -3.31 -0.18 0.80  0.17
C -3.43 -1.96 1.13  -0.53
C -4.67 -2.57 0.47  -0.62
B -1.02 2.74 0.10  0.94
O -2.23 3.08 0.74  -1.00
O 0.00 3.68 0.15  -0.77
C 0.13 4.56 1.23  -0.24
H 1.25 -0.65 5.05  0.20
H 0.07 -0.32 3.77  0.21
H 1.28 -1.57 3.54  0.20
H 2.97 -0.04 3.01  0.19
H 2.36 1.20 4.09  0.19
H 0.46 1.56 2.34  0.19
H 2.08 2.01 1.84  0.20
H 1.02 -0.76 1.14  0.17
H 2.50 0.01 0.71  0.17
H 1.56 1.21 -0.92  0.37
H -2.24 1.14 -1.27  -0.16
H -0.02 1.20 -3.29  0.23
H 0.66 2.52 -2.31  0.21
H -2.28 2.39 -3.10  0.10
H -1.39 -0.60 -2.73  0.19
H -1.69 -1.33 -1.17  0.19
H -0.03 -2.63 -2.24  0.19
H 0.70 -1.88 -0.85  0.18
H 1.19 -1.49 -3.81  0.19
H 1.53 -0.10 -2.73  0.22
H 3.02 -1.43 -1.40  0.16
H 3.53 -1.43 -3.10  0.16
H 2.34 -3.74 -0.47  0.17
H 4.05 -3.39 -0.84  0.16
H 3.29 -4.88 -1.45  0.18
H -1.31 0.68 1.73  0.19
H -1.09 -0.92 0.95  0.21
H -3.44 -2.16 2.21  0.19
H -2.53 -2.42 0.72  0.20
H -5.52 -2.60 1.15  0.20
H -4.47 -3.60 0.17  0.20
H -4.94 -2.01 -0.43  0.22
H -2.27 2.83 1.67  0.49
H -0.11 5.59 0.93  0.17
H 1.17 4.54 1.57  0.17
H -0.51 4.31 2.08  0.16

## Properties
ΔE to the lowest compared entry with this formula, charge and spin = 0.0 kJ/mol
total charge = -1
M = 368.31 g mol⁻¹
highest occupied orbital energy = -3.3 eV
energy = -1713.2122 Eh
spin multiplicity = 1
orbital gap = 6.18 eV

---

Q: Number 2 is which compound?
A: C3HCl2NS

---

Q: Which of these has the lowest M?
A: C3H7N3S2